No. 1
Here is C31H36AsNO6RuS6Sb as an isolated structure from the OMol25 dataset. Energies are from the ωB97M-V functional and the def2-TZVPD basis.

Values from the calculation:
relative energy (zero: lowest compared OMol25 entry of this formula, charge and spin)	17.21	kcal/mol
HOMO-LUMO gap (spin up / spin down)	0.2129 / 0.2186	Ha
lowest unoccupied orbital energy (spin up / spin down)	0.1525 / 0.1525	Eh
E_HOMO (spin up / spin down)	-1.6 / -1.8	eV

The geometry in ORCA input format:
```
! RIJCOSX wB97M-V def2-TZVPD def2/J DEFGRID3
* xyz -2 2
Ru -0.33873 -1.23386 -0.71898
O 2.54483 -4.16268 -3.02210
As 1.42112 -2.78654 -3.21664
O 0.44294 -3.09853 -4.47423
O 0.96620 -2.60883 -1.61768
C 2.73165 -1.38561 -3.62552
C 3.88998 -1.78996 -4.28154
C 4.87985 -0.87570 -4.61476
C 4.72367 0.46334 -4.29176
C 3.57317 0.88293 -3.64131
C 2.58500 -0.03479 -3.31239
S 1.13191 0.58688 -2.47821
O 1.16345 2.01933 -2.67693
O 1.27872 0.19655 -1.04807
O 0.00191 -0.13503 -3.05850
H 2.58256 -4.28949 -2.06490
H 4.01637 -2.83850 -4.51820
H 5.77383 -1.21304 -5.12618
H 5.49222 1.18311 -4.54681
H 3.41779 1.92341 -3.39144
S -3.38134 -4.50980 4.93817
C -2.65887 -3.80219 3.61280
S -1.12721 -3.03042 3.66096
C -0.98619 -2.64317 1.96983
C -2.01174 -3.03316 1.18575
S -2.06991 -2.78270 -0.53485
S -3.30195 -3.85849 2.02253
S 0.41229 -1.79385 1.34558
C 0.18325 3.92128 3.32953
C -0.21977 4.55788 2.00414
C -1.72441 4.83014 1.99243
Sb 0.19297 3.23430 0.30409
C 0.39466 4.80005 -1.21861
C 0.54554 6.22719 -0.70494
C -0.77021 4.70505 -2.20042
C 2.33063 2.93937 0.58884
C 2.59045 1.76666 1.52939
C 3.11027 4.18326 0.99399
H -0.15202 4.53518 4.17564
H 1.26456 3.80002 3.41541
H -0.27365 2.93418 3.44714
H 0.32089 5.49928 1.87600
H -2.28079 3.89809 2.13748
H -2.05935 5.26554 1.04693
H -2.01555 5.51487 2.79905
H 1.30918 4.50022 -1.73848
H -0.35363 6.55198 -0.17487
H 0.68959 6.92101 -1.54328
H 1.38826 6.35053 -0.02289
H -1.71383 4.97146 -1.71711
H -0.87714 3.69655 -2.60185
H -0.62524 5.39398 -3.04255
H 2.63359 2.63845 -0.41905
H 2.26178 1.98086 2.55039
H 3.66252 1.53986 1.57418
H 2.07193 0.86856 1.19375
H 2.75459 4.59627 1.94280
H 3.03719 4.96978 0.24022
H 4.17448 3.94696 1.12234
N -1.56638 0.05135 -0.28668
C -2.50422 0.83930 -0.01190
C -2.98702 0.93267 1.40177
C -4.32140 1.15714 1.73511
C -4.73077 1.15309 3.06210
C -3.81335 0.92284 4.07704
C -2.48249 0.68844 3.75322
C -2.07308 0.69449 2.42974
C -3.09442 1.70238 -1.08412
C -2.96823 1.31135 -2.41822
C -3.45301 2.11329 -3.43721
C -4.07778 3.32153 -3.14768
C -4.19804 3.72481 -1.82695
C -3.70347 2.92594 -0.80395
H -5.05199 1.30766 0.95023
H -5.77594 1.31289 3.30082
H -4.13490 0.90562 5.11134
H -1.76063 0.48242 4.53461
H -1.04274 0.48259 2.16685
H -2.46157 0.38244 -2.64318
H -3.33423 1.79416 -4.46550
H -4.45293 3.94938 -3.94746
H -4.66101 4.67591 -1.58806
H -3.77773 3.26622 0.22070
*
```

---

No. 2
Here is C31H36BCl2IrN2O4SSb as an isolated structure at a distorted geometry from the OMol25 dataset. Energies are from the ωB97M-V functional and the def2-TZVPD basis.

Values from the calculation:
relative energy (zero: lowest compared OMol25 entry of this formula, charge and spin)	5.81	kcal/mol
HOMO-LUMO gap (spin up / spin down)	0.2451 / 0.2080	Ha
lowest unoccupied orbital energy (spin up / spin down)	-0.2303 / -0.2678	Eh
E_HOMO (spin up / spin down)	-12.9 / -12.9	eV

The geometry in ORCA input format:
```
! RIJCOSX wB97M-V def2-TZVPD def2/J DEFGRID3
* xyz 2 2
Ir 0.66355 0.64451 -0.15084
O 3.07120 7.11080 0.73041
C 1.72225 6.86997 0.42795
C 1.50211 5.38583 0.36919
C 2.52668 4.49418 0.65081
C 2.28861 3.13776 0.55492
N 1.10133 2.64889 0.19865
C 0.07452 3.50082 -0.00665
C 0.24980 4.86767 0.04571
C -1.21809 2.83077 -0.23223
C -2.43527 3.48633 -0.21969
C -3.61678 2.77588 -0.36177
C -4.94579 3.49043 -0.37588
O -4.84539 4.81374 0.08325
C -3.53134 1.39537 -0.51968
C -2.29707 0.79171 -0.51130
N -1.15419 1.48491 -0.38234
H 3.23639 8.05812 0.76586
H 1.43376 7.30084 -0.53846
H 1.05183 7.28798 1.18908
H 3.50340 4.85847 0.93108
H 3.06720 2.41370 0.75408
H -0.57970 5.53221 -0.15469
H -2.48522 4.55583 -0.07892
H -5.68532 2.90610 0.17768
H -5.28575 3.52555 -1.41589
H -5.12931 4.87211 1.00048
H -4.41831 0.78859 -0.64744
H -2.18391 -0.27451 -0.64860
Cl 2.91936 0.08210 -1.05074
C 2.97734 -1.65800 -0.73059
C 4.22600 -2.23536 -0.65675
C 4.30591 -3.60095 -0.42058
C 3.14557 -4.34309 -0.28417
C 1.90932 -3.72197 -0.37825
Cl 0.50043 -4.72815 -0.27797
C 1.78156 -2.34975 -0.58760
S 0.20585 -1.57848 -0.74008
H 5.11547 -1.63541 -0.78746
H 5.27071 -4.08281 -0.35627
H 3.18676 -5.40951 -0.11403
C 0.72702 -1.58268 8.33597
C -0.51224 -1.50270 7.43135
C -1.65102 -0.79689 8.18217
C -0.95969 -2.92674 7.10220
C -0.17094 -0.70423 6.17466
C 0.30825 0.60636 6.30743
C 0.65228 1.40581 5.22578
C 0.49244 0.84840 3.97661
O 0.75211 1.39157 2.73060
B 0.41938 0.39728 1.81856
O -0.04621 -0.74149 2.47196
C 0.01442 -0.43680 3.82608
C -0.31951 -1.24027 4.89336
H 0.51239 -2.20633 9.20468
H 1.02685 -0.60114 8.70220
H 1.57303 -2.01970 7.80316
H -1.87930 -1.33430 9.10371
H -2.55727 -0.76291 7.57442
H -1.38513 0.22530 8.45090
H -1.18296 -3.45736 8.02761
H -0.17958 -3.48759 6.58292
H -1.86834 -2.93719 6.49535
H 0.42145 1.02203 7.29916
H 1.02776 2.41064 5.35996
H -0.66953 -2.25083 4.73630
C -2.87867 -3.20619 -0.58397
Sb -1.81844 -2.94462 1.24357
C -3.12897 -1.65439 2.33052
C -2.19696 -4.86950 2.09589
H -3.81615 -3.71648 -0.36379
H -2.27722 -3.81261 -1.25765
H -3.09500 -2.25587 -1.06814
H -4.13880 -2.04905 2.21746
H -3.07746 -0.64066 1.93965
H -2.84555 -1.64652 3.38081
H -3.22211 -4.85120 2.46565
H -1.51310 -5.09476 2.90898
H -2.09662 -5.61056 1.30662
*
```

---

No. 3
Here is C31H36BaN6O6Si2 as an isolated structure at a distorted geometry from the OMol25 dataset. Energies are from the ωB97M-V functional and the def2-TZVPD basis.

Values from the calculation:
relative energy (zero: lowest compared OMol25 entry of this formula, charge and spin)	19.29	kcal/mol
HOMO-LUMO gap	0.2227	Ha
lowest unoccupied orbital energy	0.1492	Eh
E_HOMO	-2.0	eV

The geometry in ORCA input format:
```
! RIJCOSX wB97M-V def2-TZVPD def2/J DEFGRID3
* xyz -2 1
Ba -0.44376 0.58423 0.04022
O -1.47893 5.18265 0.68582
C -1.39467 3.94527 0.57391
N -0.79765 3.18049 -0.34095
C -0.17208 3.75701 -1.47624
C -0.09536 5.14264 -1.70211
C 0.43901 5.67474 -2.86558
C 0.91359 4.83111 -3.85329
C 0.87468 3.46294 -3.64597
C 0.36360 2.89226 -2.47512
N 0.25850 1.47972 -2.35744
C 1.15929 0.72561 -2.98886
O 2.24096 1.02193 -3.52388
C 0.79471 -0.74797 -3.13222
C 0.90647 -1.30213 -4.41165
C 0.66311 -2.64627 -4.58788
C 0.33840 -3.41748 -3.47592
C 0.25268 -2.78966 -2.24919
N 0.46301 -1.48137 -2.06946
C -2.16499 3.19609 1.66944
C -3.28280 3.83702 2.20720
C -3.97340 3.22545 3.23252
C -3.52383 2.00113 3.71481
C -2.41583 1.43129 3.11806
N -1.75777 2.00674 2.10671
H -0.47701 5.79567 -0.93798
H 0.47469 6.75214 -2.98992
H 1.32634 5.22523 -4.77605
H 1.27201 2.79915 -4.39793
H 1.20768 -0.65961 -5.22695
H 0.73798 -3.09637 -5.57136
H 0.15876 -4.48224 -3.55197
H 0.00609 -3.35934 -1.36103
H -3.55356 4.80562 1.81438
H -4.85110 3.69590 3.66122
H -4.02450 1.48823 4.52514
H -2.04151 0.46551 3.43341
C -3.12514 -2.14595 -3.43107
C -3.15679 -2.55163 -1.99954
N -2.65345 -1.86361 -1.00629
C -2.91221 -2.60539 0.12783
C -3.58911 -3.75118 -0.19104
N -3.72782 -3.70250 -1.54922
C -4.16790 -4.89491 0.59734
O -4.00480 -4.82506 1.84986
O -4.68069 -5.80390 -0.06800
C -2.47920 -2.07510 1.43703
O -2.76344 -2.74140 2.51799
O -1.90080 -0.99370 1.44680
H -2.54198 -1.23115 -3.51967
H -4.13112 -1.96072 -3.81437
H -2.65272 -2.91011 -4.05002
H -4.19721 -4.43596 -2.05620
H -3.25917 -3.63415 2.28020
C 1.68884 2.49536 3.11940
Si 2.72554 1.09669 2.37417
C 3.64307 1.83184 0.89200
C 4.11232 0.78231 3.64427
C 1.67520 -0.29491 1.92128
Si 2.32790 -1.91014 1.46962
C 3.41795 -1.86033 -0.07613
C 0.90316 -3.13225 1.19861
C 3.40806 -2.81890 2.75086
H 2.31032 3.26457 3.58857
H 1.00322 2.10089 3.87573
H 1.07661 2.98457 2.35494
H 4.17574 2.74682 1.17159
H 2.96399 2.08226 0.07144
H 4.37840 1.12581 0.49367
H 4.63567 1.71204 3.89503
H 4.85006 0.07677 3.25038
H 3.70939 0.35454 4.56734
H 0.90721 -0.43659 2.70208
H 2.97078 -1.25830 -0.86994
H 3.59841 -2.86579 -0.47132
H 4.39250 -1.42048 0.16025
H 0.13849 -2.70736 0.54436
H 0.41879 -3.34599 2.15667
H 1.23593 -4.08426 0.77189
H 4.31388 -2.25334 2.98571
H 3.70772 -3.80916 2.38837
H 2.85163 -2.95356 3.68361
*
```

---

No. 4
Here is C31H36DyN6O12S as an isolated structure at a distorted geometry from the OMol25 dataset. Energies are from the ωB97M-V functional and the def2-TZVPD basis.

Values from the calculation:
relative energy (zero: lowest compared OMol25 entry of this formula, charge and spin)	0.00	kcal/mol
HOMO-LUMO gap (spin up / spin down)	0.2356 / 0.2347	Ha
lowest unoccupied orbital energy (spin up / spin down)	0.0402 / 0.0402	Eh
E_HOMO (spin up / spin down)	-5.3 / -5.3	eV

The geometry in ORCA input format:
```
! RIJCOSX wB97M-V def2-TZVPD def2/J DEFGRID3
* xyz -1 6
Dy -0.23406 -0.36207 -0.77888
O -2.63556 -0.46525 2.88371
C -1.83095 -0.99644 2.11470
O -0.90744 -0.37155 1.50230
C -1.93006 -2.50296 1.87645
C -2.33598 -3.34200 2.87127
C -2.50606 -4.72611 2.63934
C -2.40214 -5.22206 1.34513
C -2.02890 -4.38963 0.31232
C -1.62169 -3.02009 0.55466
O -1.01282 -2.36336 -0.31556
N -2.00698 -4.90673 -1.01051
O -1.89976 -4.14455 -1.95003
O -2.12303 -6.12107 -1.14310
N -2.82759 -5.59063 3.69577
O -3.02770 -6.77746 3.45202
O -2.88704 -5.12847 4.83191
H -2.53667 -2.93910 3.85242
H -2.60948 -6.26326 1.14164
C 7.22883 1.35423 -0.35415
C 5.94291 0.75873 -0.85193
C 4.75794 1.48519 -0.81185
C 3.57856 0.96014 -1.31667
C 3.57951 -0.30285 -1.87772
C 4.74854 -1.04124 -1.90883
C 5.92278 -0.51987 -1.39937
S 2.07783 -1.23101 -2.36490
O 2.59044 -2.21038 -3.30028
O 1.67541 -1.79146 -1.06116
N 0.87043 -0.37756 -2.85073
C 1.08320 0.77237 -3.69203
C 0.72967 2.04163 -2.86647
O 0.58075 3.13296 -3.41770
O 0.61468 1.84866 -1.60996
H 7.04337 2.08707 0.42882
H 7.72980 1.86759 -1.17632
H 7.90066 0.58289 0.02036
H 4.75034 2.46608 -0.35455
H 2.65775 1.51812 -1.26505
H 4.70705 -2.02650 -2.34830
H 6.82891 -1.11328 -1.40575
H 0.42704 0.72904 -4.57140
H 2.12281 0.85019 -4.04561
C 1.59646 -2.44505 1.84605
N 2.70393 -1.51846 1.91147
C 3.93974 -2.06554 2.40245
C 2.63218 -0.29588 1.39326
O 1.66788 0.23703 0.86595
H 1.53093 -2.99889 2.78540
H 1.73198 -3.14131 1.01487
H 0.67908 -1.87807 1.67645
H 3.80505 -2.45059 3.41702
H 4.71381 -1.30006 2.41282
H 4.26564 -2.88756 1.76138
H 3.57791 0.26838 1.52106
C -0.63936 4.10305 1.60547
C -0.41892 2.70758 0.97052
N -1.60621 2.30280 0.25462
C -2.73971 2.24667 1.14511
C -3.03444 3.66809 1.69148
N -1.97760 4.57881 1.17706
C -2.04503 4.64294 -0.30631
C -1.87904 3.20275 -0.84388
H 0.10610 4.82666 1.26880
H -0.62842 4.06117 2.69570
H -0.20682 1.94675 1.72223
H 0.40111 2.71921 0.25305
H -2.52729 1.53356 1.94695
H -3.59285 1.85870 0.58851
H -3.02348 3.69811 2.78231
H -3.99682 4.04739 1.34298
H -2.13126 5.51681 1.55413
H -1.24249 5.28896 -0.66339
H -3.00183 5.08487 -0.58952
H -1.04913 3.15090 -1.54910
H -2.77683 2.85536 -1.35380
C -5.25771 0.62400 -2.32087
C -4.20214 1.00677 -3.13122
C -2.89211 0.74023 -2.75264
C -2.54074 0.07179 -1.55813
C -3.66195 -0.32571 -0.79448
C -4.97739 -0.05837 -1.14997
H -6.28350 0.84337 -2.59968
H -4.40198 1.51261 -4.06996
H -2.10274 1.07193 -3.42352
H -3.51092 -0.87128 0.13439
H -5.78839 -0.38841 -0.50900
*
```

---

No. 5
Here is C31H37AsN5OPdS as an isolated structure at a distorted geometry from the OMol25 dataset. Energies are from the ωB97M-V functional and the def2-TZVPD basis.

Values from the calculation:
relative energy (zero: lowest compared OMol25 entry of this formula, charge and spin)	0.00	kcal/mol
HOMO-LUMO gap (spin up / spin down)	0.2750 / 0.2147	Ha
lowest unoccupied orbital energy (spin up / spin down)	-0.0821 / -0.1385	Eh
E_HOMO (spin up / spin down)	-9.7 / -9.6	eV

The geometry in ORCA input format:
```
! RIJCOSX wB97M-V def2-TZVPD def2/J DEFGRID3
* xyz 1 3
Pd 12.23145 12.27798 10.91381
S 11.81553 12.34952 13.26879
C 10.76295 11.09159 13.82006
C 10.59463 10.92744 15.22101
C 9.69204 10.01256 15.74079
C 8.99696 9.17181 14.85285
C 9.17320 9.29619 13.47441
C 10.02503 10.27640 12.95808
As 10.33489 10.59009 11.02345
C 12.20474 9.81605 10.84723
C 12.71821 9.54077 9.53986
C 14.01479 9.08608 9.38462
C 14.82314 8.76690 10.49427
C 14.21469 8.77377 11.76076
C 12.91232 9.20503 11.91710
C 9.36017 8.98171 10.28446
C 9.96570 7.73206 10.11236
C 9.21986 6.65636 9.61582
C 7.85478 6.78760 9.33219
C 7.25628 8.05370 9.53599
C 8.00258 9.13303 9.98777
H 11.20700 11.52383 15.89284
H 9.55464 9.99193 16.82529
H 8.31150 8.41357 15.22680
H 8.67734 8.62821 12.78501
H 12.10247 9.70633 8.65598
H 14.40978 8.98103 8.36713
H 15.84372 8.45159 10.36330
H 14.75406 8.43584 12.63582
H 12.41250 9.04183 12.87330
H 11.00232 7.61152 10.37445
H 9.73875 5.68992 9.51686
H 7.26686 5.97028 8.93473
H 6.20660 8.17916 9.29384
H 7.51982 10.11450 10.11139
C 12.56823 13.93709 6.35086
C 11.76423 13.38324 7.51550
O 12.23345 12.49244 8.31409
N 10.52307 13.88776 7.69514
C 9.73686 13.55942 8.85245
C 10.10261 14.39377 10.06199
C 9.20428 15.41786 10.41325
C 9.52584 16.27490 11.44870
C 10.77213 16.14881 12.06794
C 11.61783 15.15031 11.62905
N 11.28772 14.21788 10.71003
H 13.30385 13.18015 6.06256
H 13.09223 14.84646 6.63395
H 11.94292 14.16177 5.47944
H 10.19055 14.51494 6.99111
H 9.86314 12.48348 9.05762
H 8.68041 13.74934 8.64414
H 8.30455 15.54200 9.83887
H 8.81480 17.04919 11.73464
H 11.08097 16.81122 12.86719
H 12.65142 15.11990 11.99031
C 17.27736 13.29012 12.20579
N 16.02966 12.65766 11.82097
C 15.30921 12.18883 12.95781
C 15.58212 12.68316 10.52787
N 14.29387 12.71076 10.26365
N 16.56172 12.71280 9.53565
C 16.25510 13.20890 8.20142
C 17.80336 11.94260 9.57877
H 17.09905 13.94327 13.04906
H 17.71675 13.88200 11.41003
H 18.00119 12.51014 12.52588
H 16.04841 11.76100 13.64086
H 14.57250 11.44134 12.68347
H 14.80747 13.01038 13.47075
H 14.13764 12.60782 9.26611
H 15.83839 12.41718 7.56099
H 17.19858 13.56926 7.74922
H 15.54066 14.03439 8.24568
H 17.97449 11.48908 10.56314
H 18.62630 12.60718 9.37332
H 17.79603 11.15078 8.82225
*
```